[1]
{
  "formula": "C19H35O7P",
  "method": "wB97M-V/def2-TZVPD",
  "gap_ha": 0.20806,
  "spin_multiplicity": 1,
  "symbols": ["C", "C", "C", "O", "O", "C", "C", "C", "C", "C", "C", "P", "C", "C", "C", "C", "C", "O", "O", "C", "C", "C", "O", "H", "H", "H", "H", "H", "H", "H", "H", "H", "H", "H", "H", "H", "H", "H", "H", "H", "H", "H", "H", "H", "H", "H", "H", "H", "H", "H", "H", "H", "H", "H", "H", "C", "C", "O", "O", "H", "H", "H"],
  "positions_angstrom": [[-1.522, 2.574, 3.877], [-2.355, 1.742, 2.966], [-2.839, 2.408, 1.526], [-3.270, 3.684, 1.501], [-2.754, 1.569, 0.311], [-4.041, 0.932, -0.009], [-4.250, -0.572, 0.606], [-2.873, -1.349, 1.036], [-2.291, -2.376, -0.145], [-1.528, -1.549, -1.337], [0.105, -1.754, -1.384], [0.936, -0.007, -1.616], [2.666, -0.344, -2.384], [3.827, 0.579, -2.166], [-0.069, 0.954, -2.921], [0.110, 2.582, -2.890], [1.574, 3.117, -2.383], [-0.024, 3.039, -4.313], [0.975, 0.708, -0.030], [1.770, -0.119, 0.893], [2.457, 0.695, 2.139], [1.825, 2.177, 2.437], [2.418, -0.179, 3.353], [-1.545, 2.428, 5.046], [-0.813, 3.380, 3.371], [-2.681, 0.628, 3.154], [-4.976, 1.584, 0.323], [-4.090, 0.861, -1.197], [-4.894, -1.188, -0.186], [-4.952, -0.488, 1.568], [-3.164, -2.071, 1.940], [-2.015, -0.664, 1.440], [-1.559, -3.128, 0.382], [-3.154, -3.011, -0.654], [-1.995, -1.720, -2.421], [-1.702, -0.392, -1.105], [0.412, -2.517, -2.216], [0.412, -2.244, -0.340], [2.842, -1.285, -3.092], [4.348, 1.163, -3.048], [4.203, 0.791, -1.078], [0.308, 0.574, -3.984], [-1.234, 0.741, -2.908], [-0.811, 3.056, -2.330], [2.454, 2.863, -3.131], [1.872, 2.806, -1.295], [1.504, 4.308, -2.372], [-0.709, 2.487, -4.793], [1.043, -0.925, 1.375], [2.630, -0.740, 0.376], [3.619, 0.825, 1.902], [1.941, 2.506, 3.576], [2.406, 2.955, 1.774], [0.694, 2.161, 2.136], [1.484, -0.238, 3.714], [2.748, -5.434, 0.755], [2.088, -4.070, 0.657], [2.627, -3.268, -0.156], [1.082, -3.913, 1.404], [3.610, -5.509, 0.087], [3.089, -5.609, 1.780], [2.030, -6.214, 0.482]]
}


[2]
{
  "formula": "C19H36F4GeN2O7P2SeTa",
  "method": "wB97M-V/def2-TZVPD",
  "de_lowest_ev": 0.3542,
  "gap_ha": 0.26483,
  "spin_multiplicity": 1,
  "charge": 3,
  "symbols": ["Ta", "C", "C", "N", "C", "C", "C", "C", "N", "C", "C", "F", "C", "F", "C", "C", "F", "C", "F", "H", "H", "H", "H", "H", "H", "H", "H", "H", "H", "H", "H", "H", "H", "H", "C", "C", "O", "P", "O", "O", "O", "P", "O", "O", "O", "H", "H", "H", "H", "H", "H", "H", "C", "Ge", "C", "C", "C", "Se", "C", "H", "H", "H", "H", "H", "H", "H", "H", "H", "H", "H", "H", "H", "H"],
  "positions_angstrom": [[0.623, 0.626, 0.310], [0.860, -3.041, 1.041], [0.503, -2.155, 2.202], [-0.324, -0.943, 1.851], [-1.755, -1.344, 1.554], [-2.523, -1.990, 2.696], [-0.280, -0.062, 3.052], [-0.941, 1.265, 2.782], [-0.732, 1.643, 1.360], [-1.325, 2.878, 0.983], [-1.233, 3.154, -0.361], [-0.549, 2.190, -1.069], [-1.734, 4.269, -0.978], [-1.585, 4.417, -2.285], [-2.380, 5.210, -0.197], [-2.475, 4.977, 1.162], [-3.069, 5.856, 1.941], [-1.955, 3.835, 1.770], [-2.087, 3.705, 3.085], [1.443, -3.888, 1.401], [-0.019, -3.449, 0.541], [1.488, -2.519, 0.310], [-0.046, -2.713, 2.959], [1.404, -1.788, 2.687], [-2.275, -0.454, 1.204], [-1.717, -2.037, 0.717], [-2.600, -1.365, 3.585], [-3.542, -2.157, 2.346], [-2.127, -2.962, 2.986], [-0.743, -0.551, 3.907], [0.768, 0.071, 3.308], [-2.014, 1.253, 2.972], [-0.500, 2.012, 3.439], [-2.799, 6.108, -0.633], [4.089, 3.619, 0.541], [3.038, 2.529, 0.419], [1.678, 2.944, 0.579], [3.255, 1.191, 1.709], [4.641, 0.651, 2.099], [2.744, 1.851, 3.028], [2.126, 0.087, 1.372], [3.205, 1.474, -1.075], [3.551, 2.211, -2.384], [4.138, 0.448, -0.555], [1.674, 1.013, -1.267], [4.072, 4.072, 1.533], [3.884, 4.384, -0.211], [5.090, 3.224, 0.360], [1.622, 3.865, 0.872], [5.133, 0.143, 1.421], [3.344, 1.885, 3.796], [4.453, 2.137, -2.747], [-2.722, -2.626, -3.933], [-1.349, -3.603, -2.982], [-2.088, -4.518, -1.448], [-0.245, -4.697, -4.104], [-0.044, -2.306, -2.162], [-0.923, -0.727, -1.405], [-0.840, 0.317, -3.044], [-3.551, -3.312, -4.115], [-2.369, -2.269, -4.902], [-3.132, -1.786, -3.368], [-2.778, -5.290, -1.791], [-2.660, -3.845, -0.803], [-1.309, -5.011, -0.863], [-0.859, -5.489, -4.534], [0.560, -5.162, -3.534], [0.185, -4.116, -4.919], [0.694, -1.909, -2.860], [0.467, -2.822, -1.358], [-1.078, -0.423, -3.803], [0.150, 0.733, -3.187], [-1.607, 1.081, -3.000]]
}


[3]
{
  "formula": "C19H36F4N2O23PdS4",
  "method": "wB97M-V/def2-TZVPD",
  "de_lowest_ev": 0.0000,
  "gap_ha": [0.35119, 0.28785],
  "spin_multiplicity": 3,
  "symbols": ["Pd", "N", "S", "O", "O", "F", "S", "O", "O", "F", "N", "S", "O", "O", "F", "S", "O", "O", "F", "C", "C", "O", "C", "O", "O", "H", "H", "H", "H", "C", "C", "O", "C", "O", "O", "C", "H", "H", "H", "H", "H", "H", "H", "H", "C", "C", "O", "C", "O", "O", "C", "H", "H", "H", "H", "H", "H", "H", "H", "C", "C", "O", "C", "O", "O", "C", "H", "H", "H", "H", "H", "H", "H", "H", "C", "C", "O", "C", "O", "O", "C", "H", "H", "H", "H", "H", "H", "H", "H"],
  "positions_angstrom": [[-0.491, 0.237, 0.704], [-0.063, 2.319, 0.551], [-0.534, 3.490, 1.444], [-1.507, 4.461, 0.900], [0.446, 4.002, 2.323], [-1.474, 2.644, 2.460], [0.629, 3.274, -0.714], [1.295, 4.527, -0.518], [-0.114, 3.089, -1.960], [1.903, 2.252, -0.968], [-1.434, -1.437, 1.442], [-1.513, -3.137, 1.085], [-2.787, -3.702, 0.632], [-0.497, -3.946, 1.696], [-0.851, -2.837, -0.423], [-2.397, -1.690, 2.574], [-1.974, -2.443, 3.717], [-3.841, -1.563, 2.232], [-2.104, -0.207, 3.177], [4.920, 0.108, -1.591], [4.274, 0.121, -2.988], [4.378, -1.171, -3.450], [5.035, -1.939, -2.537], [5.339, -3.134, -2.695], [5.315, -1.276, -1.450], [4.238, 0.468, -0.820], [5.798, 0.754, -1.594], [4.853, 0.662, -3.737], [3.207, 0.342, -3.013], [-4.391, 3.212, -2.835], [-3.374, 2.652, -1.805], [-4.006, 2.765, -0.504], [-3.750, 1.927, 0.529], [-2.773, 1.132, 0.604], [-4.702, 2.116, 1.472], [-4.704, 1.519, 2.748], [-3.876, 3.120, -3.791], [-4.630, 4.254, -2.621], [-5.248, 2.539, -2.814], [-2.506, 3.304, -1.899], [-3.116, 1.639, -2.114], [-5.115, 0.510, 2.759], [-5.379, 2.091, 3.384], [-3.701, 1.375, 3.147], [1.004, -4.468, -2.172], [2.166, -3.530, -1.913], [1.753, -2.299, -1.377], [1.899, -1.883, -0.106], [1.476, -0.774, 0.259], [2.451, -2.874, 0.664], [2.571, -2.664, 2.068], [1.303, -5.289, -2.824], [0.147, -3.961, -2.614], [0.570, -4.835, -1.242], [2.695, -3.315, -2.841], [2.893, -4.072, -1.308], [2.640, -3.630, 2.566], [1.795, -2.059, 2.538], [3.479, -2.065, 2.142], [0.071, -0.416, 5.964], [0.029, 1.005, 5.464], [1.281, 1.399, 4.806], [1.462, 1.057, 3.527], [0.618, 0.537, 2.711], [2.637, 1.481, 3.226], [3.081, 1.871, 1.963], [0.667, -1.066, 5.323], [-0.903, -0.858, 6.171], [0.633, -0.415, 6.898], [-0.279, 1.595, 6.327], [-0.774, 1.200, 4.754], [2.492, 2.687, 1.544], [3.155, 1.031, 1.273], [4.072, 2.291, 2.137], [0.736, 0.568, -5.239], [0.253, 0.698, -3.834], [-0.881, -0.262, -3.727], [-1.469, -0.500, -2.500], [-1.132, 0.004, -1.486], [-2.515, -1.328, -2.698], [-3.370, -1.683, -1.611], [-0.140, 0.619, -5.885], [1.087, -0.442, -5.448], [1.561, 1.247, -5.456], [-0.095, 1.731, -3.828], [0.993, 0.662, -3.034], [-3.017, -1.373, -0.627], [-3.503, -2.761, -1.512], [-4.370, -1.287, -1.787]]
}


[4]
{
  "formula": "C19H36N3O",
  "method": "wB97M-V/def2-TZVPD",
  "de_lowest_ev": 0.0000,
  "gap_ha": 0.35132,
  "spin_multiplicity": 1,
  "smiles": "CCCC[C@@H](CC)C[NH2+]Cc1cccn1CCN1CCOCC1",
  "charge": 1,
  "symbols": ["C", "C", "C", "C", "C", "C", "C", "C", "N", "C", "C", "C", "C", "C", "N", "C", "C", "N", "C", "C", "O", "C", "C", "H", "H", "H", "H", "H", "H", "H", "H", "H", "H", "H", "H", "H", "H", "H", "H", "H", "H", "H", "H", "H", "H", "H", "H", "H", "H", "H", "H", "H", "H", "H", "H", "H", "H", "H", "H"],
  "positions_angstrom": [[1.256, 4.211, 4.492], [2.142, 3.036, 4.095], [1.353, 1.845, 3.548], [0.667, 2.156, 2.218], [0.088, 0.911, 1.527], [-1.079, 0.282, 2.305], [-2.370, 1.095, 2.317], [-0.310, 1.300, 0.101], [-0.838, 0.168, -0.693], [-1.603, 0.625, -1.894], [-1.661, -0.400, -2.966], [-2.731, -1.147, -3.397], [-2.298, -1.902, -4.501], [-0.982, -1.591, -4.708], [-0.592, -0.675, -3.782], [0.757, -0.215, -3.603], [1.629, -1.212, -2.811], [0.972, -1.662, -1.580], [0.237, -2.920, -1.775], [-0.680, -3.140, -0.559], [-0.226, -2.375, 0.542], [1.168, -2.523, 0.705], [1.917, -1.856, -0.472], [1.853, 4.983, 4.968], [0.491, 3.890, 5.196], [0.768, 4.651, 3.626], [2.698, 2.703, 4.972], [2.870, 3.364, 3.349], [0.612, 1.550, 4.293], [2.039, 1.006, 3.407], [-0.125, 2.886, 2.377], [1.405, 2.611, 1.553], [0.885, 0.163, 1.474], [-1.277, -0.721, 1.917], [-0.750, 0.145, 3.334], [-3.088, 0.619, 2.980], [-2.197, 2.101, 2.689], [-2.831, 1.165, 1.334], [-1.077, 2.076, 0.151], [0.553, 1.712, -0.427], [-1.438, -0.391, -0.078], [-0.057, -0.532, -1.018], [-1.114, 1.531, -2.266], [-2.618, 0.890, -1.596], [-3.717, -1.138, -2.980], [-2.889, -2.583, -5.078], [-0.300, -1.949, -5.453], [0.744, 0.750, -3.092], [1.217, -0.069, -4.584], [2.564, -0.708, -2.558], [1.875, -2.070, -3.447], [0.946, -3.752, -1.877], [-0.360, -2.875, -2.683], [-1.699, -2.805, -0.763], [-0.711, -4.204, -0.296], [1.421, -2.053, 1.655], [1.423, -3.587, 0.770], [2.762, -2.487, -0.776], [2.308, -0.878, -0.182]]
}